(1)
# C57H129AgF12N11O19S4

C57H129AgF12N11O19S4 as an isolated structure (ωB97M-V with the def2-TZVPD basis set, the OMol25 dataset).

Multiplicity   2
Orbital gap (alpha / beta)   8.107 / 4.369 eV
E_LUMO (alpha / beta)   0.144 / -3.594 eV
Total charge   0

Atoms and positions in Å:
Ag -15.31 20.71 -2.33
C -12.57 24.30 -3.50
F -11.34 23.85 -3.80
F -12.53 24.29 -2.11
F -12.69 25.54 -3.91
S -14.03 23.29 -4.11
O -15.12 23.90 -3.49
O -13.95 23.38 -5.54
N -13.66 21.82 -3.40
S -12.75 20.83 -4.27
O -13.39 19.67 -4.79
O -11.65 21.29 -5.03
C -11.88 20.02 -2.79
F -10.77 19.42 -3.30
F -11.46 20.84 -1.77
F -12.70 19.14 -2.22
C -17.88 24.70 -1.77
F -19.20 24.67 -1.53
F -17.70 24.46 -3.02
F -17.46 25.92 -1.48
S -17.00 23.55 -0.50
O -15.62 23.94 -0.62
O -17.58 23.74 0.79
N -17.19 22.03 -1.10
S -18.56 21.27 -1.12
O -19.72 22.08 -0.96
O -18.51 20.26 -2.13
C -18.39 20.25 0.45
F -19.46 19.46 0.64
F -17.27 19.53 0.46
F -18.31 21.13 1.43
C -16.16 16.75 -3.78
C -15.79 18.23 -3.61
C -16.79 19.01 -4.42
O -16.47 20.40 -4.34
C -17.56 21.28 -4.74
N -16.00 18.63 -2.25
H -17.13 16.62 -3.31
H -15.39 16.14 -3.28
H -16.19 16.40 -4.80
H -14.78 18.40 -3.95
H -17.83 18.82 -4.07
H -16.61 18.66 -5.43
H -17.32 21.68 -5.70
H -17.63 22.10 -4.01
H -18.55 20.79 -4.71
H -15.65 18.01 -1.53
H -16.98 18.83 -2.07
C -21.72 21.95 3.36
C -22.50 20.79 3.90
C -21.63 19.84 4.76
O -21.30 20.43 5.97
C -20.14 19.96 6.52
N -23.73 21.37 4.54
H -22.42 22.58 2.85
H -21.01 21.57 2.62
H -21.21 22.44 4.16
H -22.89 20.17 3.08
H -20.71 19.67 4.17
H -22.11 18.95 4.98
H -19.34 19.88 5.81
H -20.34 19.06 7.10
H -19.85 20.73 7.26
H -23.57 21.91 5.38
H -24.44 20.66 4.76
C -17.42 13.99 -0.32
C -17.71 15.37 -0.87
C -19.00 15.43 -1.70
O -19.15 16.76 -2.19
C -20.28 16.86 -3.02
N -17.79 16.42 0.20
H -17.43 13.32 -1.16
H -18.13 13.53 0.35
H -16.41 13.94 0.10
H -16.98 15.58 -1.62
H -19.84 15.27 -1.01
H -19.07 14.69 -2.47
H -21.10 16.28 -2.62
H -20.06 16.66 -4.10
H -20.70 17.86 -2.98
H -17.98 15.93 1.08
H -18.57 17.07 0.01
C -13.84 16.22 -0.77
C -13.77 16.97 0.57
C -12.43 17.65 0.63
O -12.44 18.45 1.80
C -11.20 19.18 1.94
N -14.84 18.00 0.53
H -13.58 16.88 -1.61
H -14.81 15.77 -0.93
H -13.10 15.44 -0.77
H -13.93 16.26 1.36
H -12.38 18.27 -0.30
H -11.69 16.88 0.67
H -10.38 18.50 2.05
H -11.28 19.70 2.91
H -11.02 19.90 1.15
H -14.97 18.49 1.42
H -15.75 17.58 0.26
C -14.78 26.39 2.18
C -14.67 25.34 3.34
C -13.54 25.49 4.38
O -12.27 25.70 3.71
C -11.11 25.77 4.54
N -15.95 25.38 4.00
H -13.89 26.64 1.56
H -15.13 27.33 2.64
H -15.51 26.12 1.42
H -14.48 24.40 2.82
H -13.63 24.63 5.02
H -13.79 26.39 4.93
H -10.20 25.64 3.95
H -11.09 24.96 5.23
H -11.11 26.70 5.12
H -16.13 26.40 4.06
H -16.68 25.08 3.33
C -23.90 16.66 -0.97
C -23.71 18.10 -1.46
C -22.66 18.80 -0.68
O -22.53 20.21 -0.78
C -23.08 20.93 0.36
N -23.26 18.15 -2.88
H -23.99 16.60 0.13
H -23.07 16.06 -1.34
H -24.82 16.23 -1.38
H -24.61 18.69 -1.24
H -21.66 18.46 -0.92
H -22.84 18.59 0.36
H -24.09 20.53 0.47
H -23.09 21.97 0.11
H -22.52 20.67 1.28
H -24.01 17.89 -3.51
H -22.87 19.01 -3.26
C -13.69 21.46 0.37
C -14.51 21.70 1.62
O -14.84 20.50 2.31
O -14.26 20.39 -0.45
H -12.65 21.13 0.59
H -13.66 22.37 -0.22
H -15.44 22.18 1.42
H -13.90 22.36 2.24
H -14.02 20.15 2.76
H -14.40 19.48 -0.02
C -14.66 27.72 -1.62
C -14.92 29.11 -2.22
C -16.41 29.26 -2.62
C -17.35 29.41 -1.46
C -16.84 30.66 -0.65
C -15.44 30.50 -0.13
N -14.60 30.26 -1.32
O -13.22 30.43 -1.12
C -14.99 31.84 0.55
C -15.39 29.42 0.94
C -14.04 29.25 -3.49
H -13.75 27.80 -0.99
H -14.36 27.08 -2.45
H -15.46 27.30 -1.03
H -16.37 30.14 -3.33
H -16.68 28.41 -3.22
H -17.36 28.52 -0.82
H -18.38 29.61 -1.83
H -17.54 30.78 0.18
H -16.81 31.55 -1.28
H -15.74 32.11 1.25
H -13.98 31.70 0.90
H -14.87 32.51 -0.32
H -16.00 28.56 0.75
H -14.38 29.11 1.23
H -15.87 29.79 1.86
H -13.93 30.30 -3.79
H -14.50 28.67 -4.32
H -13.09 28.79 -3.32
H -12.82 29.72 -0.62
C -18.68 28.00 2.69
C -19.92 27.24 2.21
C -19.70 25.72 2.13
C -19.69 25.04 3.45
C -21.02 25.29 4.16
C -21.30 26.80 4.27
N -21.18 27.39 2.94
O -21.60 28.79 3.02
C -22.81 26.92 4.78
C -20.38 27.41 5.41
C -20.16 27.71 0.77
H -18.84 29.08 2.75
H -17.85 27.78 2.00
H -18.26 27.78 3.69
H -20.54 25.32 1.53
H -18.79 25.50 1.56
H -18.80 25.31 4.04
H -19.62 23.96 3.27
H -21.19 24.88 5.14
H -21.86 24.87 3.52
H -23.53 26.78 3.96
H -23.00 26.14 5.52
H -23.05 27.90 5.12
H -20.83 27.19 6.41
H -19.40 26.93 5.49
H -20.19 28.47 5.31
H -19.29 27.52 0.14
H -20.37 28.81 0.76
H -21.03 27.20 0.35
H -22.44 28.75 2.55
C -25.48 20.38 -4.48
C -24.75 21.77 -4.32
C -24.81 22.23 -2.87
C -23.97 23.45 -2.62
C -22.53 22.99 -2.86
C -22.29 22.46 -4.31
N -23.30 21.43 -4.61
O -23.17 20.95 -5.95
C -22.30 23.65 -5.29
C -20.95 21.74 -4.31
C -25.47 22.76 -5.29
H -25.25 20.05 -5.49
H -26.59 20.45 -4.39
H -25.07 19.71 -3.75
H -25.84 22.53 -2.62
H -24.57 21.33 -2.31
H -24.12 23.92 -1.65
H -24.38 24.18 -3.34
H -22.27 22.17 -2.17
H -21.84 23.81 -2.70
H -23.07 24.38 -5.21
H -21.39 24.24 -5.16
H -22.20 23.42 -6.34
H -20.51 21.47 -5.27
H -20.28 22.44 -3.76
H -21.05 20.82 -3.70
H -25.00 23.72 -5.27
H -26.52 22.89 -5.08
H -25.38 22.38 -6.32
H -23.42 21.66 -6.58

***

(2)
# C5H30N2O10

A 10-piece molecular cluster, C5H30N2O10 overall (ωB97M-V with the def2-TZVPD basis set, the OMol25 dataset).

Multiplicity   1
Energy relative to the best compared isomer or geometry (same formula, charge and spin)   2.941 eV
SMILES string   C[C@@H](C(N)=O)N(C)C.O.O.O.O.O.O.O.O.O
Orbital gap   9.533 eV
E_LUMO   0.162 eV
Total charge   0

Atoms and positions in Å:
C 2.04 1.06 1.07
C 1.07 1.43 0.03
C 0.86 0.40 -1.12
N -0.14 0.67 -2.01
O 1.57 -0.57 -1.29
N -0.31 1.89 0.37
C -0.06 3.15 1.14
C -1.10 0.96 1.25
H 3.00 0.64 0.75
H 1.77 0.31 1.80
H 2.35 2.09 1.60
H 1.46 2.28 -0.63
H -0.81 1.40 -1.95
H -0.20 0.08 -2.82
H 0.71 3.75 0.62
H 0.19 3.07 2.23
H -0.98 3.70 1.16
H -1.33 0.06 0.65
H -2.00 1.54 1.40
H -0.51 0.72 2.13
O -0.91 -3.55 3.04
H -0.60 -3.33 2.15
H -1.86 -3.68 2.96
O -0.64 -0.40 4.60
H -1.45 -0.27 4.09
H -0.57 -1.36 4.55
O 2.75 1.12 -3.44
H 3.06 0.70 -4.25
H 3.29 0.57 -2.85
O 1.04 -2.57 1.44
H 1.63 -2.66 0.68
H 1.63 -2.84 2.15
O 2.45 2.75 3.65
H 1.74 2.48 4.26
H 2.84 1.86 3.69
O -2.94 -1.22 -1.87
H -3.46 -0.40 -1.91
H -2.83 -1.45 -0.94
O 1.46 -3.14 -2.26
H 1.13 -3.48 -3.10
H 1.25 -2.19 -2.33
O -4.06 1.39 -0.72
H -3.23 1.77 -0.99
H -4.81 1.96 -0.54
O -2.05 -1.73 -4.34
H -2.25 -2.54 -3.86
H -1.58 -1.25 -3.65

***

| no. | molecular weight (g/mol) |
| --- | --- |
| 1 | 1736.83 |
| 2 | 278.30 |